15 unconnected molecules or ions with the total composition C80H203N17O28. Source: the Open Molecules 2025 dataset; level of theory: the ωB97M-V functional and the def2-TZVPD basis.

Element x y z (Å)
1 C 0.5099 -3.3289 8.8704
2 H -3.6112 -4.4353 5.9048
3 C -1.3391 -1.2088 -5.8318
4 C -2.6762 -1.3830 6.5347
5 H -2.4338 -3.3108 7.4279
6 N 4.9342 1.9564 -2.6353
7 H 5.3296 -4.9748 -11.0898
8 O -4.3290 5.3223 3.5976
9 H -4.6706 -4.2244 -8.7469
10 H 0.2912 -7.8176 2.0683
11 C 0.4249 -0.0892 3.8988
12 H -0.1164 4.3046 7.1271
13 H 1.6554 5.2029 -0.9785
14 H -0.4345 -0.6924 4.1465
15 C 2.9371 -3.3013 0.0289
16 C 5.7980 -4.7571 -8.4410
17 H -13.6505 5.5023 -0.2614
18 H 3.5061 1.8793 -4.0510
19 H -3.4821 -2.6791 -2.0938
20 H 8.3560 4.2246 -0.6216
21 C -3.6295 -2.0305 -2.9812
22 C -4.6941 6.7012 3.6242
23 H -1.3038 2.3592 5.8585
24 O 4.1207 3.0066 2.9252
25 C -0.0428 -0.6696 -5.2549
26 O -2.3583 -7.1650 0.1299
27 H -2.1901 2.3269 -4.8473
28 C -4.2652 4.8227 4.9168
29 H 4.9228 0.7547 4.3067
30 H 3.1834 -5.3937 -1.1039
31 N 0.3203 -7.7355 -0.0586
32 C -1.4902 -6.4481 -3.0713
33 H 0.3181 -1.1884 7.0597
34 H -1.6661 -1.6758 -2.9907
35 H 6.7777 -4.2646 -8.4045
36 O -4.3360 0.0478 3.1513
37 H -5.4165 -5.2492 -7.5254
38 H 0.2757 -3.6839 -5.9547
39 H 0.5132 -3.9963 6.8000
40 H -0.2848 -1.5159 0.4674
41 C 5.0696 -5.6987 -1.8505
42 C -5.8830 -2.3925 -2.9904
43 H 3.7374 -4.8713 -5.0036
44 H 3.4291 -4.5484 -2.5837
45 H 4.0471 10.4129 0.4084
46 H -5.7836 -3.1221 -2.1925
47 H 3.2632 4.2417 -3.4334
48 N -2.2592 3.4152 4.3509
49 H -4.1458 -2.1663 -9.1110
50 H -1.8989 4.4666 7.0254
51 H 0.2999 7.9619 1.5658
52 H 2.2179 9.7278 1.5399
53 H -11.9770 6.7171 0.4569
54 C 1.2435 -4.0943 -5.6783
55 H 2.4244 -0.9696 -4.6392
56 H -4.5687 -0.9708 1.3097
57 H -1.6487 -6.4152 -1.9949
58 H 1.1705 -9.3230 -2.3578
59 C 3.2017 7.4294 -4.9571
60 H 0.2789 6.7539 0.3006
61 O -0.7434 3.9437 0.3549
62 O 5.7614 -5.9010 -9.2459
63 C 1.0722 -1.5402 6.3718
64 C 6.8593 -4.2103 -2.4048
65 H -7.4448 6.7783 -2.0141
66 H -2.1525 4.2436 3.7558
67 H 1.4840 -9.4897 0.1154
68 O 1.2663 -5.3785 -6.1947
69 C 5.4256 -5.1886 -6.9952
70 H -5.2267 7.2708 -1.7331
71 O -4.6983 -2.4348 -3.7368
72 N 3.6361 9.3376 -1.4495
73 C -2.1866 2.2056 -2.8182
74 C 4.8562 8.8878 -2.0688
75 H 2.9646 1.3772 -2.4291
76 H 1.7660 -6.3112 -4.4383
77 C 3.3632 -9.3367 -3.4242
78 O 3.2718 3.9287 -1.4469
79 H 2.2917 -1.6967 1.4043
80 N -9.3382 5.9582 -0.2110
81 N -2.6117 1.2100 2.3182
82 H 4.5208 0.7955 -0.0550
83 H 2.6288 -4.1112 0.7011
84 C -0.3914 -7.9089 1.2359
85 C 0.8240 2.1693 0.2683
86 H -9.7391 5.1492 -0.6577
87 C -1.7384 4.6022 1.1684
88 O -2.6314 -5.9092 -3.6936
89 H -1.7337 4.1816 -3.2559
90 H 3.0629 4.0888 1.4972
91 H 0.2502 -3.6779 2.0814
92 C 4.0926 3.7838 1.7661
93 C -4.4735 -1.4232 -8.3848
94 H 3.9450 -2.2521 1.6820
95 O -4.6619 -2.0064 -7.0844
96 C -7.8714 5.8441 -0.1023
97 C 4.2344 0.0468 0.6932
98 H -2.5190 1.8748 3.1096
99 H -3.9369 6.0342 -1.3686
100 H 3.6479 4.9051 8.7668
101 O 5.9928 -5.3124 -2.8337
102 N -0.1634 1.1193 0.0257
103 C 4.6147 8.6509 -3.5210
104 C 7.3131 2.5668 -3.1467
105 H -3.2582 -5.2393 -0.2071
106 H -0.3507 0.1724 -4.5966
107 C 0.1857 3.1993 1.1009
108 H -9.8398 7.0164 1.5578
109 H 4.1276 2.7636 5.5544
110 H 2.0813 -3.5172 -6.0917
111 O 3.6941 -1.0376 0.0107
112 H 5.8491 1.8370 -4.5607
113 H -5.6535 -3.3487 -5.9384
114 H -5.2780 4.7122 5.3225
115 C 5.2656 1.7189 6.9609
116 H -2.2189 5.2575 0.4521
117 H 3.4999 0.4113 1.4162
118 O 3.6019 7.6613 -3.6361
119 H 3.3946 -5.3888 -7.4755
120 H -3.5947 0.0209 0.2855
121 H -2.5222 -0.9232 5.5397
122 C 0.2846 0.0543 -0.7957
123 C 7.5182 3.5892 -0.9758
124 H -6.1910 -1.4311 -2.5662
125 H 5.7863 1.9153 2.3861
126 H -4.1228 -6.3024 0.9154
127 H -4.2210 -2.4722 8.4285
128 H 2.0013 -7.2940 -5.9179
129 H 6.0387 3.4506 3.3634
130 H -2.3932 3.8418 1.5873
131 H 5.5747 3.5439 8.1504
132 O -1.0218 -3.1701 3.8072
133 H -1.8345 -3.3898 10.0483
134 H -7.6863 4.9336 0.5060
135 C 3.6664 9.5043 -0.0450
136 C -1.1488 3.3044 5.3536
137 H 4.5032 -2.8361 -1.1711
138 C -3.3944 -3.2128 4.2056
139 C -7.3162 5.8247 -1.5067
140 H 2.8314 8.7959 -1.7143
141 H 0.1918 -4.1755 -1.4998
142 H 1.1218 2.6519 -0.6564
143 H -1.4715 -3.6371 -1.4717
144 N 5.0638 2.4041 5.6704
145 H -6.4240 -2.8971 -7.5432
146 H 1.8293 3.3344 -2.8654
147 H -0.2779 -7.9728 -0.8325
148 C 3.5608 2.1243 -2.9840
149 H 6.4311 -3.2086 -2.4771
150 H -0.2227 3.2390 4.7807
151 H 5.1417 -0.1673 1.2834
152 H 5.6287 -5.8244 -0.9201
153 H -2.4181 -3.8503 2.3631
154 H -0.5033 7.6468 5.9020
155 H -3.3913 -1.4307 -5.4601
156 H -3.5604 -0.9657 8.9812
157 C 5.4332 2.5494 3.1947
158 H 6.3411 1.5533 7.1133
159 H 6.0127 -6.6519 -11.0722
160 H 5.2470 8.0064 -1.5486
161 N -3.7011 -0.4619 1.1670
162 H 4.6559 4.7208 1.9373
163 O 0.5451 -1.6775 -4.4350
164 H 0.0127 0.7274 3.2866
165 H 2.0369 4.1679 8.6592
166 H -0.1562 -2.4486 8.7554
167 H -3.6846 -0.6906 -8.2885
168 O 1.0088 0.4936 5.0781
169 H -1.0532 1.4922 -0.2986
170 H 3.0087 5.8659 -1.9984
171 H 2.1271 -3.0326 -0.6761
172 C -3.6855 -5.1203 -5.6772
173 N 4.0951 -5.8054 -6.8727
174 C 1.8657 -0.3314 5.9172
175 O -3.9346 -1.0204 6.9707
176 C 2.2498 9.4259 0.4727
177 H -0.3527 2.6964 1.9182
178 C 1.8106 -8.5973 -1.8226
179 H -3.6223 5.5096 5.4474
180 C -11.5004 5.8813 0.9728
181 H 7.0616 -5.2801 -10.8163
182 H -5.7343 6.8939 3.8295
183 C -2.2120 -3.8656 3.4558
184 H -1.5280 -0.5625 -6.7141
185 N -2.5160 -1.2545 -4.9448
186 H -2.1581 -6.9238 2.1494
187 H -4.2071 2.9512 4.0688
188 H 5.5208 8.2200 -4.0009
189 C -5.5215 -3.2064 -7.0158
190 H -1.5733 -1.0761 -0.6560
191 C 2.7345 5.2059 -1.1543
192 C -1.5398 -6.9203 1.2400
193 H 3.9855 6.9640 -5.5690
194 N -3.4546 -3.4894 5.5881
195 H -4.4834 -5.8518 -5.5925
196 H -0.6054 -5.8707 -3.3205
197 H -0.7878 -8.9205 1.3954
198 H 1.6880 1.7440 0.7981
199 C 1.7429 -1.1338 -3.8301
200 H 0.9642 -3.0146 3.4422
201 H -1.0777 -5.9196 1.1298
202 H 0.2804 -4.7118 3.5007
203 H 2.1706 0.3236 6.7233
204 H 0.6837 -0.3259 -6.0216
205 H -4.1410 7.3690 4.2688
206 H 7.5019 1.6568 -2.5545
207 H 4.3261 -9.8280 -3.4407
208 C 0.1262 -3.6726 3.1649
209 H -1.5018 -3.0295 6.0230
210 H -5.2606 -1.0477 8.4705
211 H 7.7318 -4.3434 -3.0601
212 H -7.5527 6.6641 0.5475
213 H 1.0663 -0.7106 3.2653
214 C 2.1213 -6.3027 -5.4888
215 H -1.1771 -2.2243 -6.2374
216 C -3.5261 -6.3047 -0.0102
217 H 6.5578 1.4969 4.5188
218 C 1.2091 -3.6649 7.5804
219 H 2.2927 6.8538 -4.9365
220 C -2.4438 -5.8444 -5.1248
221 C -0.5489 6.7493 6.4958
222 N -1.8567 3.4594 -2.5838
223 C -2.3493 -2.0901 -3.7554
224 H -1.5157 -5.3458 -5.4090
225 H -3.2848 -2.1359 4.1091
226 O 3.1164 -9.0588 -2.0479
227 O -2.4662 1.5104 -1.8346
228 C -4.7975 -4.3464 -7.6673
229 H -1.4205 -7.4899 -3.4233
230 H 3.2695 3.5641 9.8563
231 C -2.4855 -2.8790 6.4442
232 H -2.6536 0.7866 -4.1544
233 H -0.6117 -3.6914 -0.0080
234 H -0.5153 -3.6511 11.2901
235 H -1.8884 -0.9911 7.1905
236 H -4.5281 7.1753 2.6526
237 H -2.1498 -4.8985 3.8267
238 C 3.9162 -4.7742 -1.6277
239 H -13.5340 4.1325 0.8493
240 H 0.6007 -1.9540 5.4654
241 H -2.0790 -3.0865 -4.0855
242 O -0.0062 -2.1939 -1.3799
243 H -0.1806 8.3335 -0.1679
244 H 0.3591 6.6105 7.1277
245 H 1.4864 10.0776 0.0342
246 N -3.5422 -4.7425 -7.0670
247 C 3.0894 3.9747 8.8721
248 H -1.4989 -4.9883 10.8850
249 H 6.2300 -5.8053 -6.6188
250 H 8.0324 2.6169 -3.9736
251 H -4.0730 -6.7246 -0.8632
252 H 5.0976 2.4023 -1.7414
253 H -1.3308 5.2688 1.9350
254 O 3.5060 3.0221 8.0112
255 H -13.2319 3.8609 -0.9078
256 H -9.5450 5.2257 1.7087
257 O -11.7461 4.7650 0.1396
258 H 1.3156 -0.0633 -0.4699
259 C -1.0764 -4.0846 10.4552
260 C 1.5278 -8.4921 -0.3271
261 C 2.9183 3.4851 -2.7393
262 H -4.9581 6.5842 -0.0848
263 O -0.7752 5.6286 5.6670
264 C 3.1971 -2.0538 0.8889
265 H 1.9659 -4.4505 7.6988
266 H -1.3568 6.8703 7.2172
267 C 5.8612 2.4816 -3.6557
268 C -0.9674 4.4205 6.4273
269 H 4.6419 -6.6105 -2.2436
270 H 2.0813 -1.8733 -3.1207
271 H 5.6799 9.6261 -2.0288
272 H 0.9044 3.9257 1.5088
273 H 2.6843 -9.9198 -4.0498
274 H -4.2650 -3.5830 3.6661
275 H 5.0941 -4.0517 -8.9054
276 H 0.3125 0.4788 -1.7708
277 H 5.4774 3.4862 -3.9633
278 H -5.4584 -1.0545 -8.6983
279 H 6.6190 3.9947 -0.5043
280 H 3.1040 5.5718 -0.1790
281 O -5.9027 5.2953 -1.6030
282 H 4.1861 8.6283 0.3621
283 H 2.6441 -2.8067 6.4260
284 C -4.2565 -1.3986 8.2536
285 H 1.2377 -3.0967 9.6638
286 C 5.4834 1.6862 4.4618
287 H 2.9239 8.4151 -5.3990
288 H -2.8753 -3.9789 -7.1053
289 H 7.5192 2.5584 -0.6477
290 H -2.2812 -6.8263 -5.5841
291 O 1.8308 8.0455 0.1449
292 H 4.2816 9.5445 -4.0457
293 H -3.9049 -4.3185 -4.9590
294 H 1.6563 -7.5835 -2.1970
295 H -7.8810 5.1644 -2.1477
296 H 2.3192 -7.9731 0.1768
297 N -2.3878 1.7729 -4.0370
298 C -3.6232 3.4417 4.8347
299 H -1.5737 3.5368 -1.6136
300 H -3.7734 -1.0022 -2.6190
301 N 1.9077 -2.5066 7.0515
302 H 5.0624 2.1097 9.0719
303 H 4.2025 -6.5342 -4.9612
304 H -1.8850 1.2239 1.6228
305 C -3.6256 0.3767 2.1864
306 H 2.7530 -0.7121 5.3865
307 N 4.1377 -3.6776 -0.7182
308 H 1.4074 -4.1519 -4.5911
309 H -3.6366 3.0243 5.8472
310 C -0.4911 -1.2091 -0.5746
311 C -0.4848 -3.4585 -1.0517
312 H 1.6300 -0.1324 -3.4465
313 C 4.9087 2.6521 8.1091
314 H 4.5586 3.2706 0.8947
315 O 7.4764 3.7367 -2.3567
316 H 7.0931 -4.3503 -1.3399
317 C -9.9713 6.0266 1.1138
318 H 3.4356 -8.3383 -3.8723
319 H 5.4727 -4.2428 -6.3754
320 C 3.5858 -5.8216 -5.5486
321 C 6.0649 -5.6626 -10.6296
322 C 0.4954 7.8017 0.5137
323 C -13.1178 4.5606 -0.0735
324 C -4.9509 6.3717 -1.1705
325 H -11.9568 5.8450 1.9724
326 O -0.2291 -4.4603 9.3187
327 H 4.7876 0.7262 7.0633
328 H -6.5821 -2.7205 -3.7373

HOMO ... -7.774 eV
Kohn-Sham gap ... 8.09 eV
Max |F| ... 5.06 eV Å⁻¹
LUMO energy ... 0.01162 Eh

Results of the Mulliken charge analysis, in e, for atoms 1 through 99: C -0.32; H 0.33; C -0.64; C 0.13; H 0.60; N 0.08; H 0.30; O -0.17; H 0.39; H 0.49; C 1.37; H -0.02; H -0.10; H -0.58; C -0.66; C -0.64; H 0.31; H 0.77; H 0.18; H 0.32; C -1.58; C -0.92; H 0.41; O -0.04; C -0.66; O -0.46; H 0.19; C -0.76; H 0.17; H -0.05; N 0.22; C 0.38; H -0.05; H 0.12; H 0.40; O -0.77; H 0.42; H -0.16; H -0.08; H -0.60; C -1.15; C -0.93; H 0.12; H -0.06; H 0.33; H 0.32; H 0.45; N 0.56; H 0.33; H 0.32; H 0.40; H 0.44; H 0.39; C -0.25; H 0.76; H 0.27; H -0.76; H 0.50; C -0.95; H -0.45; O 0.29; O -0.28; C 1.27; C -0.69; H 0.34; H -0.48; H 0.41; O -0.56; C -0.53; H 0.40; O 0.11; N -0.38; C 0.92; C -0.51; H -1.10; H -0.12; C -0.62; O 0.73; H -0.29; N -0.42; N 1.36; H -0.04; H 0.43; C -1.26; C 0.21; H 0.30; C -0.91; O -0.29; H 0.16; H -0.72; H -0.61; C 0.06; C -0.86; H 0.85; O -0.21; C -0.32; C -0.57; H -0.40; H 0.02